A structure of composition C25H45ClIMoP in a non-equilibrium geometry, computed with the ωB97M-V functional and the def2-TZVPD basis.

Its electronic energy is -2147.04549 hartree. The charge is 0. The expectation value of S² is 2.06. Its spin multiplicity is 3.

Atoms and positions in Å:
Mo 1.705 -0.502 1.474
P 0.384 -0.063 -0.427
Cl 3.293 -1.263 -0.129
C 2.453 1.162 1.381
H 2.170 2.040 1.971
H 3.328 1.299 0.734
C 0.122 -1.769 -1.116
C 1.384 0.903 -1.666
C -0.947 -1.978 -2.199
H 1.115 -1.974 -1.543
C -0.889 -3.420 -2.728
H -1.943 -1.797 -1.775
H -0.814 -1.271 -3.023
C -1.071 -4.436 -1.594
H -1.658 -3.562 -3.497
H 0.083 -3.584 -3.212
C -0.035 -4.216 -0.485
H -2.082 -4.329 -1.174
H -0.997 -5.458 -1.984
C -0.077 -2.775 0.037
H -0.202 -4.914 0.343
H 0.972 -4.415 -0.875
H -1.036 -2.586 0.537
H 0.717 -2.656 0.792
C -1.254 0.834 -0.318
C 1.340 2.417 -1.394
H 2.391 0.552 -1.408
C 2.416 3.131 -2.224
H 0.358 2.833 -1.650
H 1.499 2.609 -0.325
C 2.246 2.828 -3.718
H 2.369 4.212 -2.044
H 3.406 2.791 -1.893
C 2.268 1.317 -3.979
H 1.289 3.244 -4.065
H 3.035 3.323 -4.297
C 1.193 0.585 -3.159
H 2.121 1.112 -5.047
H 3.253 0.916 -3.706
H 0.199 0.887 -3.510
H 1.284 -0.493 -3.324
C -2.311 0.102 0.530
H -0.983 1.761 0.213
C -3.543 0.988 0.764
H -2.616 -0.814 0.008
H -1.898 -0.200 1.492
C -4.159 1.457 -0.558
H -4.282 0.439 1.359
H -3.242 1.863 1.358
C -3.107 2.153 -1.429
H -4.557 0.588 -1.100
H -5.004 2.129 -0.369
C -1.887 1.248 -1.663
H -3.539 2.442 -2.395
H -2.778 3.079 -0.937
H -2.203 0.354 -2.209
H -1.164 1.768 -2.293
C -0.080 -0.687 3.138
C 0.168 0.661 2.969
H -0.717 -1.202 2.424
C 0.774 1.484 4.076
H -0.343 1.206 2.181
C 1.486 0.617 5.118
H 1.454 2.243 3.671
H -0.042 2.050 4.554
C 0.543 -0.490 5.600
H 2.377 0.167 4.666
H 1.812 1.239 5.959
C 0.125 -1.414 4.444
H 1.017 -1.083 6.389
H -0.349 -0.024 6.042
H 0.862 -2.211 4.310
H -0.830 -1.905 4.683
I 3.627 -1.542 3.223


A structure of composition C25H45ClP2Ru in a non-equilibrium geometry, computed with the ωB97M-V functional and the def2-TZVPD basis.

Its electronic energy is -2216.63324 hartree. The charge is +2. The expectation value of S² is 6.02. Its spin multiplicity is 5.

Atoms and positions in Å:
Ru 0.000 0.000 0.000
C -0.028 0.838 -2.070
C -0.898 1.599 -1.191
C 1.286 1.748 -0.369
C 1.298 0.908 -1.558
C -0.062 2.190 -0.170
C -0.436 0.194 -3.361
H -1.516 0.036 -3.406
H 0.058 -0.771 -3.504
H -0.165 0.837 -4.209
C 2.522 0.278 -2.143
H 2.262 -0.558 -2.798
H 3.172 -0.106 -1.351
H 3.088 1.010 -2.735
C 2.497 2.126 0.427
H 3.056 2.939 -0.057
H 3.166 1.267 0.536
H 2.219 2.463 1.430
C -0.510 3.209 0.834
H -0.292 4.220 0.466
H 0.004 3.089 1.792
H -1.587 3.150 1.011
C -2.337 1.930 -1.446
H -2.440 2.904 -1.945
H -2.905 1.972 -0.512
H -2.809 1.180 -2.087
C -4.628 -5.981 0.579
C -5.368 -5.317 -0.316
C -6.708 -4.647 -0.164
C -7.187 -4.337 1.272
C -6.247 -3.428 2.026
C -5.145 -3.746 2.715
C -4.507 -5.087 2.963
C -4.921 -6.252 2.035
H -7.473 -5.258 -0.668
H -7.367 -5.267 1.815
H -6.673 -3.704 -0.728
H -5.972 -6.500 2.192
H -3.667 -6.359 0.229
H -4.952 -5.235 -1.321
H -4.352 -7.136 2.345
H -3.419 -4.955 2.888
H -4.608 -2.917 3.178
H -4.692 -5.384 4.008
H -8.162 -3.841 1.193
H -6.495 -2.367 1.970
P -1.222 -1.889 -0.308
P -0.727 -0.212 2.132
C -1.874 -2.571 1.311
C -1.063 -2.000 2.479
H -1.861 -3.666 1.298
H -2.922 -2.256 1.387
H -1.573 -2.134 3.440
H -0.078 -2.476 2.528
C 0.407 0.266 3.494
H 0.583 1.347 3.519
H 1.365 -0.249 3.367
H -0.049 -0.066 4.431
C -2.303 0.588 2.662
H -2.692 0.131 3.579
H -3.046 0.492 1.865
H -2.134 1.653 2.843
C -0.365 -3.338 -1.053
H 0.075 -3.094 -2.026
H -1.092 -4.148 -1.150
H 0.424 -3.669 -0.371
C -2.774 -1.862 -1.303
H -3.376 -0.996 -1.015
H -3.355 -2.777 -1.142
H -2.535 -1.783 -2.367
Cl 2.059 -2.639 1.522
C 1.879 -1.368 0.301
H 2.733 -0.745 0.580
H 2.079 -1.881 -0.660


A structure of composition C25H45DyNP2S in a non-equilibrium geometry, computed with the ωB97M-V functional and the def2-TZVPD basis.

Its electronic energy is -2999.93841 hartree. The charge is +1. The expectation value of S² is 9.34. Its spin multiplicity is 6.

Atoms and positions in Å:
Dy -0.690 0.025 -1.713
C -2.381 1.686 -0.102
C -3.016 0.814 -1.050
C -2.457 -0.406 0.838
C -2.110 0.945 1.080
C -3.005 -0.508 -0.484
C -2.100 3.133 -0.278
H -2.065 3.422 -1.337
H -1.132 3.405 0.173
H -2.873 3.748 0.209
C -1.558 1.479 2.350
H -1.350 2.555 2.276
H -0.609 0.986 2.630
H -2.256 1.326 3.188
C -2.347 -1.524 1.797
H -3.295 -1.705 2.332
H -1.567 -1.329 2.545
H -2.081 -2.449 1.269
C -3.242 -1.791 -1.207
H -4.153 -1.745 -1.820
H -3.351 -2.617 -0.491
H -2.409 -2.090 -1.886
C -3.493 1.210 -2.402
H -4.437 1.774 -2.337
H -3.685 0.350 -3.058
H -2.774 1.879 -2.910
C 1.323 0.816 -2.533
C 0.298 1.706 -2.890
C -0.342 1.707 -4.269
C -1.014 0.390 -4.790
C -1.233 -0.764 -3.818
C -0.157 -1.534 -3.363
C 1.209 -1.366 -4.013
C 2.032 -0.131 -3.486
H 0.437 2.010 -4.993
H -0.460 0.038 -5.674
H -1.104 2.512 -4.264
H 2.437 0.420 -4.353
H 1.839 0.959 -1.566
H 0.206 2.644 -2.300
H 2.905 -0.534 -2.937
H 1.818 -2.280 -3.856
H -0.286 -2.443 -2.739
H 1.090 -1.264 -5.110
H -2.004 0.682 -5.167
H -2.252 -1.176 -3.834
P 2.313 3.323 0.595
C 1.828 3.784 2.314
H 2.520 4.536 2.717
H 1.810 2.886 2.948
H 0.813 4.205 2.259
C 3.849 2.358 0.965
H 4.648 3.028 1.320
H 4.163 1.875 0.025
H 3.626 1.571 1.707
C 3.066 4.898 0.026
H 3.547 4.726 -0.948
H 3.803 5.254 0.757
H 2.260 5.636 -0.095
P 0.769 -4.174 -0.537
C 0.139 -5.811 -1.049
H 0.972 -6.514 -1.188
H -0.393 -5.653 -2.003
H -0.586 -6.161 -0.296
C 2.457 -4.046 -1.232
H 2.395 -3.822 -2.307
H 3.026 -4.969 -1.073
H 2.955 -3.197 -0.742
C 1.064 -4.263 1.270
H 1.591 -5.193 1.520
H 0.085 -4.221 1.776
H 1.638 -3.381 1.595
S 1.602 -0.165 2.393
C 1.084 -0.605 0.953
N 0.652 -0.874 -0.140